48
Properties=species:S:1:pos:R:3 method="wB97M-V/def2-TZVPD" lumo_energy_ev=-0.95
C 0.8647 -4.5246 1.7585
C 0.4871 -3.5547 0.6669
Cl -1.2269 -3.4370 0.3784
C 1.3535 -2.8067 -0.0127
Cl 3.0468 -2.9756 0.4101
C 1.0489 -1.8124 -1.0624
C 0.0892 -1.9697 -2.0271
C -0.2031 -1.0274 -2.9657
C 0.5026 0.1313 -2.9298
C 1.5019 0.2828 -1.9825
C 1.7959 -0.6485 -1.0582
C 2.1276 1.6340 -2.2357
O 3.2178 2.0108 -1.8897
N 1.1782 2.3612 -3.0484
C 0.4274 3.3255 -2.3278
F 0.1989 4.3919 -3.0899
F -0.7368 2.8647 -1.8727
F 1.1125 3.7587 -1.2615
C 0.4062 1.3638 -3.7819
O -0.1528 1.5577 -4.8254
H 0.9377 -3.9295 2.6722
H 0.0271 -5.2029 1.9001
H 1.7981 -5.0253 1.5343
H -0.4663 -2.8939 -2.0345
H -0.9663 -1.1723 -3.7167
H 2.5915 -0.4657 -0.3510
O 4.0471 5.9127 3.5871
S 3.8546 6.6926 2.4195
O 3.8918 8.1079 2.4470
O 2.4926 6.2153 1.7169
C 2.7568 5.7863 0.3743
C 4.1810 5.2779 0.4035
O 4.8653 6.1828 1.2809
H 2.6568 6.6498 -0.2872
H 2.0527 5.0200 0.0762
H 4.6447 5.2747 -0.5787
H 4.2375 4.2758 0.8342
O -4.3479 -5.7275 0.1703
S -4.7464 -4.4338 0.5863
O -4.4519 -3.2739 -0.1722
O -4.2406 -4.2128 2.0945
C -5.3519 -3.9176 2.9484
C -6.5279 -4.6211 2.3055
O -6.3204 -4.4516 0.8984
H -5.4946 -2.8351 2.9639
H -5.1565 -4.2712 3.9572
H -7.4829 -4.1967 2.6021
H -6.5213 -5.6911 2.5250

---

17
Properties=species:S:1:pos:R:3 method="wB97M-V/def2-TZVPD" charge=+2 lumo_energy_ev=-8.88 e_above_lowest_kcal_mol=12.5
C 1.8050 0.1464 0.5114
C -0.8539 2.2663 0.8788
N 2.6847 0.7906 1.1817
N 2.1562 -1.0285 -0.0849
N 0.4950 0.4915 0.4157
N -2.2410 -0.8903 -1.2578
O 0.2692 1.7171 0.9551
H -1.6834 1.8828 0.3511
H -2.7935 -0.0672 -1.7495
H -0.9671 3.2127 1.3128
H 3.7187 0.4818 1.0800
H 2.5919 1.4258 1.9881
H 3.2199 -1.2104 0.0331
H 1.8462 -1.0450 -1.0867
H -1.8860 -1.4118 -2.1289
H -3.0366 -1.5877 -0.8783
H -1.4476 -0.5368 -0.5513

---

20
Properties=species:S:1:pos:R:3 method="wB97M-V/def2-TZVPD" lumo_energy_ev=0.43 e_above_lowest_kcal_mol=65.5
H -2.5012 1.2182 0.2577
N -2.9132 0.4744 -0.3065
C -2.1803 -0.5069 -0.5362
C -0.6435 -1.0757 0.0855
C 0.2595 0.0650 0.1064
C 0.5568 0.6927 -1.2430
C 0.0255 1.0853 1.1960
C 1.8008 -0.9055 0.6370
O 1.9387 -1.1523 1.8058
O 2.9310 -1.0898 -0.1141
H -2.6102 -1.2688 -1.1932
H -0.3746 -1.8394 -0.6426
H -0.8534 -1.5004 1.0638
H -0.2826 1.2825 -1.6085
H 1.3969 1.3822 -1.1350
H 0.8087 -0.0498 -1.9987
H 0.4732 2.0652 1.0282
H 0.4600 0.7771 2.1480
H -1.0094 1.2475 1.4877
H 2.7173 -0.9018 -1.0384

---

60
Properties=species:S:1:pos:R:3 method="wB97M-V/def2-TZVPD" lumo_energy_ev=0.61 smiles="CC(C)CNC(=O)c1ccccc1SCC(=O)N[C@]12C[C@H]3C[C@H](C[C@H](C3)C1)C2" e_above_lowest_kcal_mol=2.9
C 3.9314 -4.1383 -2.7582
C 2.9338 -4.5827 -3.8239
C 2.9736 -6.0975 -4.0033
C 1.5116 -4.1481 -3.4443
N 1.3821 -2.7139 -3.3431
C 1.2254 -2.0856 -2.1585
O 1.0921 -2.7010 -1.1080
C 1.2170 -0.6060 -2.1677
C 1.0158 0.1525 -3.3175
C 1.0135 1.5320 -3.2656
C 1.2203 2.1679 -2.0508
C 1.4062 1.4350 -0.8961
C 1.3936 0.0427 -0.9318
S 1.5830 -0.9503 0.5045
C 1.9741 0.2912 1.7997
C 0.8323 1.2423 2.1412
O 1.0514 2.3895 2.4806
N -0.3813 0.6793 2.0446
C -1.6537 1.3747 2.2030
C -1.7732 1.9538 3.6157
C -3.1249 2.6495 3.7648
C -3.2324 3.7802 2.7428
C -3.1170 3.2024 1.3331
C -4.2402 2.1933 1.0982
C -4.1294 1.0647 2.1224
C -4.2490 1.6405 3.5327
C -2.7781 0.3665 1.9685
C -1.7651 2.5092 1.1779
H 3.9266 -3.0561 -2.6472
H 3.6740 -4.5765 -1.7970
H 4.9382 -4.4505 -3.0255
H 3.1984 -4.1083 -4.7776
H 2.7099 -6.5933 -3.0722
H 3.9710 -6.4185 -4.2931
H 2.2736 -6.4149 -4.7732
H 0.7985 -4.5174 -4.1897
H 1.2467 -4.5543 -2.4656
H 1.6113 -2.1775 -4.1636
H 0.8306 -0.3347 -4.2640
H 0.8492 2.1088 -4.1628
H 1.2257 3.2460 -1.9971
H 1.5480 1.9634 0.0301
H 2.8695 0.8552 1.5417
H 2.1939 -0.3204 2.6766
H -0.4174 -0.2700 1.6973
H -0.9600 2.6608 3.7807
H -1.6780 1.1483 4.3478
H -3.2074 3.0619 4.7763
H -2.4351 4.5066 2.9108
H -4.1888 4.2957 2.8567
H -3.1933 4.0115 0.5981
H -4.1702 1.7865 0.0866
H -5.2098 2.6866 1.1944
H -4.9316 0.3372 1.9540
H -5.2185 2.1291 3.6518
H -4.1865 0.8366 4.2696
H -2.6894 -0.0564 0.9642
H -2.6959 -0.4499 2.6903
H -0.9550 3.2198 1.3452
H -1.6579 2.1010 0.1689